153
Properties=species:S:1:pos:R:3 method="wB97M-V/def2-TZVPD" e_tot_ha=-3635.8807 relative_energy_ev=31.313 homo_lumo_gap_ev=8.35 spin_multiplicity=1 homo_ev=-8.04 e_lumo_ev=0.309
C -0.70 -0.84 -3.99
O -0.94 0.35 -3.27
C -1.35 1.44 -4.19
C -1.81 2.60 -3.30
O -3.14 2.40 -2.94
C -3.81 3.43 -2.17
C -4.10 4.70 -3.07
O -2.96 5.46 -3.51
C -3.35 6.33 -4.56
H -0.52 -1.64 -3.28
H 0.07 -0.84 -4.77
H -1.61 -1.03 -4.56
H -2.12 1.11 -4.89
H -0.59 1.72 -4.91
H -1.59 3.53 -3.84
H -1.12 2.56 -2.45
H -3.30 3.54 -1.21
H -4.77 3.06 -1.82
H -4.87 5.32 -2.61
H -4.61 4.38 -3.97
H -2.54 7.01 -4.83
H -4.21 6.93 -4.27
H -3.57 5.77 -5.47
C -2.43 3.59 0.80
O -1.36 3.53 1.77
C -0.67 2.28 1.66
C 0.35 2.21 2.76
O 1.19 3.36 2.71
C 2.31 3.43 3.56
C 2.62 4.97 3.76
O 3.32 5.42 2.61
C 3.75 6.80 2.73
H -3.11 2.75 0.99
H -1.99 3.50 -0.19
H -3.02 4.51 0.86
H -0.23 2.24 0.66
H -1.41 1.49 1.73
H 1.00 1.37 2.55
H -0.09 1.97 3.73
H 3.10 2.99 2.95
H 2.19 2.94 4.53
H 3.13 5.13 4.70
H 1.73 5.60 3.73
H 2.90 7.47 2.92
H 4.29 7.11 1.84
H 4.46 6.87 3.55
C 0.75 -7.43 -2.60
O 1.08 -6.37 -1.77
C 0.96 -6.70 -0.39
C 0.90 -5.50 0.54
O -0.04 -4.50 0.24
C -1.38 -4.73 0.38
C -2.21 -3.52 0.70
O -2.00 -2.92 1.92
C -0.66 -2.57 2.23
H 0.85 -7.18 -3.66
H -0.30 -7.71 -2.52
H 1.35 -8.24 -2.19
H 1.76 -7.35 -0.03
H 0.07 -7.31 -0.25
H 1.86 -4.98 0.53
H 0.77 -5.88 1.56
H -1.47 -5.51 1.14
H -1.74 -5.19 -0.55
H -3.28 -3.75 0.74
H -2.12 -2.74 -0.05
H -0.25 -1.91 1.47
H -0.05 -3.48 2.30
H -0.65 -2.05 3.19
C 4.57 3.13 -3.37
O 4.24 3.29 -2.02
C 3.67 2.38 -1.29
O 3.49 1.25 -1.71
O 3.34 2.96 -0.18
C 2.53 2.32 0.78
H 3.72 3.21 -4.06
H 5.10 2.19 -3.53
H 5.18 3.92 -3.82
H 1.49 2.62 0.68
H 2.94 2.51 1.77
H 2.54 1.23 0.72
C -1.00 -0.33 -1.35
O -0.80 -0.61 0.03
C 0.36 -0.30 0.54
O 1.27 0.30 -0.02
O 0.26 -0.76 1.85
C 1.31 -0.66 2.84
H -0.23 -0.78 -1.98
H -1.16 0.74 -1.48
H -1.96 -0.81 -1.57
H 1.05 -0.91 3.87
H 1.70 0.36 2.79
H 2.12 -1.34 2.57
C -4.13 -0.09 -5.45
O -4.61 -1.40 -5.09
C -4.23 -2.14 -4.09
O -4.60 -3.28 -4.03
O -3.25 -1.56 -3.41
C -2.69 -2.34 -2.35
H -4.79 0.44 -6.14
H -3.13 -0.23 -5.88
H -4.09 0.46 -4.52
H -3.40 -2.44 -1.53
H -1.85 -1.88 -1.82
H -2.39 -3.32 -2.71
C -4.48 1.39 -1.39
O -4.25 1.15 -0.02
C -3.61 -0.02 0.33
O -3.22 -0.90 -0.46
O -3.42 0.10 1.64
C -2.71 -0.95 2.27
H -4.99 0.46 -1.67
H -3.51 1.53 -1.86
H -5.22 2.16 -1.60
H -1.68 -0.77 1.99
H -2.96 -1.94 1.88
H -2.87 -1.01 3.35
C 2.90 -2.56 6.10
O 3.15 -2.27 4.78
C 2.52 -2.97 3.78
O 1.72 -3.93 3.86
O 3.05 -2.51 2.58
C 2.51 -2.98 1.31
H 2.49 -3.56 6.22
H 2.17 -1.79 6.35
H 3.80 -2.39 6.69
H 2.60 -4.07 1.31
H 3.08 -2.51 0.50
H 1.46 -2.70 1.21
C -1.35 -2.81 4.70
C -1.01 -1.45 4.20
N -0.80 -0.38 3.80
H -0.65 -3.07 5.48
H -1.24 -3.54 3.89
H -2.38 -2.95 5.03
C 3.69 -0.62 -0.43
C 4.66 0.09 0.39
N 5.44 0.64 1.08
H 3.47 -1.64 -0.12
H 4.13 -0.49 -1.42
H 2.75 -0.08 -0.37
C 1.56 0.50 -2.61
C 1.34 -0.88 -3.17
N 1.18 -1.94 -3.59
H 2.29 0.97 -3.26
H 1.89 0.44 -1.58
H 0.64 1.06 -2.80
C 4.39 -0.41 3.56
C 3.45 0.64 3.19
N 2.77 1.55 2.90
H 4.31 -0.76 4.59
H 5.40 -0.02 3.46
H 4.27 -1.30 2.93